# 1
Entry from the OMol25 dataset: the ion C7H9O2S with charge -1 (ωB97M-V/def2-TZVPD).

Values from the calculation:
multiplicity: 1
highest occupied orbital energy: -2.98 eV
net charge: -1
energy relative to the best compared isomer or geometry (same formula, charge and spin): 2.643 eV
gap between HOMO and LUMO: 6.50 eV

Last column: Mulliken charge in e.
Element x y z (Å)
C -1.0285 2.4587 -0.1365  -0.736
C 0.2203 1.8625 -0.6412  0.190
C -2.1376 1.7115 0.0119  0.685
C 0.2236 0.3602 -0.8890  0.812
C -0.8217 -0.3069 0.0645  0.094
C 1.6111 -0.1510 -0.7552  -1.347
C -0.2869 -0.9893 1.2794  -1.521
O 1.2347 2.5365 -0.8893  -0.705
O -3.2944 1.3769 0.1731  -0.612
S -2.0599 -1.3798 -0.6551  -0.306
H -1.0955 3.6003 -0.0746  0.273
H -0.2562 0.3098 -1.9310  0.257
H 2.2416 0.4705 -0.1717  0.350
H 2.2125 -0.2669 -1.7522  0.265
H 1.5387 -1.1756 -0.3021  0.274
H -1.2322 -1.3736 1.8889  0.317
H 0.3283 -0.2967 1.8554  0.295
H 0.4894 -1.7829 1.0446  0.316
H -2.9788 -0.5417 -0.2436  0.097


# 2
Entry from the OMol25 dataset: the ion C7H9O2S with charge -1 (ωB97M-V/def2-TZVPD).

Values from the calculation:
multiplicity: 1
highest occupied orbital energy: -2.26 eV
net charge: -1
energy relative to the best compared isomer or geometry (same formula, charge and spin): 4.029 eV
gap between HOMO and LUMO: 5.68 eV

Last column: Mulliken charge in e.
Element x y z (Å)
C 2.2078 0.4210 -0.7521  -0.315
C 3.2237 0.6080 -1.4640  0.369
C 0.9729 -0.4175 -1.0271  0.438
C -0.7200 0.7561 0.2227  -0.840
C 0.1344 -0.4647 0.1860  0.392
C 0.9675 -0.8372 1.4002  -1.634
C -3.5157 0.3519 0.1765  -0.977
O 4.1362 0.7695 -2.2263  -0.526
O 0.8194 -1.1038 -2.0622  -0.691
S -2.1077 0.6428 -0.8825  -0.174
H 2.1611 0.9023 0.2783  0.201
H -0.0268 1.5905 -0.0177  0.267
H -0.5184 -1.3023 0.0335  0.302
H 1.8319 -1.3548 1.0010  0.398
H 0.4813 -1.6062 1.9730  0.384
H 1.3221 -0.0379 1.8937  0.441
H -3.7012 -0.7241 0.5286  0.201
H -4.3650 0.8005 -0.2058  0.402
H -3.3037 1.0058 0.9443  0.363


# 3
Entry from the OMol25 dataset: the ion C7H9O2S with charge -1 (ωB97M-V/def2-TZVPD).

Values from the calculation:
multiplicity: 1
highest occupied orbital energy (alpha / beta): -3.73 / -3.52 eV
net charge: -1
energy relative to the best compared isomer or geometry (same formula, charge and spin): 4.125 eV
gap between HOMO and LUMO (alpha / beta): 6.98 / 6.80 eV

Last column: Mulliken charge in e.
Element x y z (Å)
C -0.1459 -0.5386 1.4455  -0.540
C 1.0956 -1.0150 1.5682  -0.414
C 1.7790 -0.4948 -1.9039  0.599
C 1.8233 0.4025 -0.5991  -0.461
C -0.7959 0.1673 0.3819  0.885
C -1.7490 1.2086 0.9493  -1.450
C -1.0850 -0.3159 -1.0488  -1.109
O 1.4089 -1.6461 -1.6836  -0.710
O 1.9584 0.1881 -2.9215  -0.740
S 2.4675 -0.3249 0.7976  -0.152
H -0.8038 -0.6959 2.3007  0.273
H 1.2812 -1.4916 2.4524  0.422
H 2.1869 1.3619 -0.8122  0.406
H -1.3572 2.1960 0.4324  0.260
H -1.4672 1.3365 2.0229  0.360
H -2.7737 0.9786 0.9963  0.380
H -0.6413 -1.3243 -1.3486  0.293
H -0.9726 0.4603 -1.8181  0.342
H -2.2090 -0.4527 -1.2113  0.355


# 4
Entry from the OMol25 dataset: the ion C7H9O3 with charge +1 (ωB97M-V/def2-TZVPD).

Values from the calculation:
multiplicity: 1
highest occupied orbital energy (alpha / beta): -12.85 / -12.85 eV
net charge: +1
energy relative to the best compared isomer or geometry (same formula, charge and spin): 3.532 eV
gap between HOMO and LUMO (alpha / beta): 7.68 / 7.68 eV

Last column: Mulliken charge in e.
Element x y z (Å)
C 0.3815 0.8151 1.1776  -0.327
C 0.7112 1.8408 0.3294  -0.401
C -0.1400 -0.4369 0.7605  0.573
C -0.2271 -0.7860 -0.5384  0.121
C 0.4259 0.7476 -1.8131  0.683
C 0.4532 0.6162 -3.2706  -1.103
C -0.9510 -1.0780 2.7874  -0.843
O 0.5587 1.7544 -1.0280  -0.290
O -0.4817 -1.9020 -1.1361  -0.415
O -0.5294 -1.4556 1.6297  -0.413
H 0.7404 0.8487 2.1981  0.415
H 1.1381 2.6551 0.7021  0.586
H 0.7340 -0.4687 -3.6240  0.336
H 1.2342 1.3553 -3.7530  0.342
H -0.4593 0.7261 -3.7376  0.347
H -1.6156 -1.7773 3.2696  0.288
H -1.3604 -0.0706 2.7674  0.409
H -0.1412 -0.9342 3.6148  0.292
H -0.4717 -2.4499 -0.3358  0.401


# 5
Entry from the OMol25 dataset: a structure of composition C7HF18MnN3O15S6 (ωB97M-V/def2-TZVPD).

Values from the calculation:
multiplicity: 7
highest occupied orbital energy (alpha / beta): -7.99 / -8.43 eV
net charge: -1
energy relative to the best compared isomer or geometry (same formula, charge and spin): 0.000 eV
gap between HOMO and LUMO (alpha / beta): 9.86 / 4.92 eV

Last column: Löwdin spin population.
Element x y z (Å)
Mn 0.2566 -0.2835 0.0891  4.594
O 4.3686 -1.1922 -0.3035  0.034
C 3.1599 -1.7266 -0.4224  0.014
O 3.0448 -2.7335 -1.1500  0.470
O 2.1595 -1.2159 0.2566  0.535
H 4.7225 -2.0012 -0.6801  0.002
C -3.2260 0.1750 -2.3402  0.003
F -4.4021 0.3236 -1.7039  0.001
F -3.4846 -0.0429 -3.6024  0.001
F -2.4073 1.2170 -2.1525  0.001
S -2.3334 -1.5327 -1.7481  0.011
O -2.9244 -1.9092 -0.4356  0.002
O -2.6234 -2.5729 -2.7203  0.008
N -0.6570 -1.0133 -1.5025  0.061
S -0.0549 -1.1893 -3.0250  0.013
O -0.9609 -0.6667 -4.0265  0.007
O 1.3079 -0.6327 -3.1750  0.004
C 0.2290 -3.1253 -3.3200  0.004
F 1.4818 -3.4119 -3.5655  0.001
F -0.0859 -3.7493 -2.2708  0.000
F -0.5913 -3.4780 -4.3329  0.001
C 2.9384 2.3003 -2.0438  0.002
F 3.2348 1.0909 -1.6745  0.000
F 3.7828 3.2884 -1.5788  0.000
F 2.8329 2.3277 -3.3959  0.001
S 1.1147 2.6757 -1.3900  0.010
O 1.0636 4.0933 -1.0323  0.007
O 0.1927 2.3437 -2.4283  0.002
N 0.9373 1.5894 -0.0083  0.064
S 1.5800 2.2730 1.2294  0.012
O 1.6663 1.3327 2.3109  0.011
O 2.8762 2.7762 0.8535  0.007
C 0.4705 3.7394 1.8002  0.003
F -0.7861 3.6770 1.3952  0.000
F 0.5988 3.9181 3.1756  0.001
F 1.0174 4.9013 1.3548  0.001
C -2.2243 1.4687 3.5998  0.003
F -3.0847 1.1572 4.5114  0.001
F -2.7013 2.6051 3.0830  0.001
F -0.9513 1.6176 4.0767  0.000
S -2.3973 0.0082 2.2364  0.011
O -3.3787 -0.9481 2.6760  0.008
O -2.8286 0.6949 1.0240  0.005
N -0.7324 -0.4977 1.8231  0.054
S -0.2418 -1.3669 3.1467  0.011
O 1.1892 -1.2386 3.2413  0.004
O -0.9136 -1.2482 4.4629  0.007
C -0.5597 -3.1543 2.5275  0.003
F -1.8287 -3.5180 2.6603  0.000
F -0.0794 -3.1770 1.2934  0.004
F 0.2335 -3.9692 3.2011  0.001


# 6
Entry from the OMol25 dataset: a structure of composition C80H120BF7O40V (ωB97M-V/def2-TZVPD).

Values from the calculation:
multiplicity: 4
highest occupied orbital energy (alpha / beta): -7.04 / -8.77 eV
gap between HOMO and LUMO (alpha / beta): 7.12 / 8.85 eV

Last column: Löwdin spin population.
Element x y z (Å)
V 18.5053 17.6763 13.4739  2.782
C 17.3223 15.3451 15.1731  0.005
O 18.5548 14.6130 14.9940  0.001
O 17.3403 16.5580 14.7195  0.044
C 16.2882 14.4900 14.3806  0.002
F 16.4427 14.5603 13.0261  0.000
F 16.3745 13.1954 14.7582  0.000
F 15.0336 14.8724 14.5664  0.000
C 19.4062 14.5471 16.1705  0.000
C 20.2130 15.7997 16.4082  0.000
H 20.9590 15.6082 17.2087  0.000
H 20.7743 16.1114 15.5553  0.000
H 19.6311 16.6762 16.6707  0.000
H 20.0947 13.6865 15.9808  0.000
H 18.8136 14.3720 17.0384  0.000
H 17.0299 15.1185 16.2162  0.000
B 17.6020 17.4040 10.2939  0.001
F 16.8360 16.5839 9.5118  0.000
F 17.4361 18.7710 10.2030  0.000
F 17.3666 16.9914 11.6487  0.022
F 18.9293 16.9769 10.0949  0.001
O 19.6060 19.0720 12.1946  0.024
C 20.0749 19.4123 11.1077  0.009
O 21.1510 18.8129 10.6268  0.004
C 21.4884 19.4535 9.3750  0.000
C 20.2864 20.3018 8.9433  0.000
C 19.6211 20.5845 10.2981  0.001
H 21.6981 18.6748 8.6612  0.000
H 22.4201 20.0000 9.5476  0.000
H 19.5778 19.7186 8.3142  0.000
H 20.7482 21.1523 8.4523  0.000
H 18.5398 20.6290 10.3689  0.000
H 20.0407 21.4972 10.7531  0.000
O 20.1140 16.3066 13.3341  0.022
C 20.6472 15.3479 12.7830  0.014
O 21.8925 14.9153 13.0399  0.006
C 22.0820 13.5873 12.5517  0.000
C 21.0745 13.4672 11.4405  0.000
C 19.9525 14.3357 11.9336  0.002
H 21.8742 12.8498 13.3309  0.000
H 23.0777 13.3953 12.2055  0.000
H 20.8035 12.4195 11.3463  0.000
H 21.5273 13.7561 10.5006  0.000
H 19.2604 13.7623 12.6052  0.001
H 19.4157 14.8759 11.2007  0.000
O 23.0038 21.1182 11.8812  0.000
C 23.2294 20.2107 12.6400  0.000
O 24.4110 19.5058 12.5947  0.000
C 24.5126 18.6377 13.7187  0.000
C 23.0431 18.2752 13.9534  0.000
C 22.3841 19.6208 13.7185  0.000
H 25.0292 19.2351 14.5042  0.000
H 25.1522 17.7804 13.4187  0.000
H 22.9221 17.8646 14.9163  0.000
H 22.6777 17.5466 13.2172  0.000
H 22.4616 20.2175 14.6857  0.000
H 21.3507 19.5632 13.3557  0.000
O 16.8687 22.3795 10.6092  0.000
C 16.3818 21.6654 9.8069  0.000
O 15.2871 20.8880 10.0930  0.000
C 15.0496 20.0472 8.9987  0.000
C 15.5518 20.7415 7.7455  0.000
C 16.7801 21.4175 8.3257  0.000
H 13.9835 19.8159 8.9376  0.000
H 15.6763 19.1381 9.2029  0.000
H 14.8699 21.4386 7.2474  0.000
H 15.8534 20.0429 6.9422  0.000
H 17.1233 22.3512 7.8677  0.000
H 17.6079 20.7518 8.3511  0.000
O 18.9886 20.0312 19.6795  0.000
C 18.6145 19.4887 20.6848  0.000
O 19.3143 18.4015 21.1545  0.000
C 18.9428 18.0833 22.4576  0.000
C 17.5005 18.5260 22.4697  0.000
C 17.5530 19.8225 21.6819  0.000
H 19.6338 18.5408 23.1518  0.000
H 18.9600 17.0348 22.6659  0.000
H 17.0895 18.6422 23.4866  0.000
H 16.8639 17.7942 21.9961  0.000
H 17.9551 20.6447 22.2659  0.000
H 16.5971 20.0817 21.2590  0.000
O 10.4007 17.0483 20.5747  0.000
C 11.4263 17.3946 21.0503  0.000
O 11.5440 18.2745 22.0594  0.000
C 12.8836 18.5053 22.4185  0.000
C 13.7022 17.4003 21.7407  0.000
C 12.7879 16.9837 20.5623  0.000
H 12.8833 18.6529 23.4918  0.000
H 13.1484 19.4194 21.8844  0.000
H 13.9318 16.6109 22.4415  0.000
H 14.6757 17.7085 21.4045  0.000
H 12.7732 15.9030 20.2641  0.000
H 13.0662 17.5721 19.6691  0.000
O 22.5004 7.0965 16.4347  0.000
C 22.6319 8.0553 15.7244  0.000
O 22.9816 7.9748 14.4455  0.000
C 23.1479 9.2918 13.8125  0.000
C 23.1035 10.3061 14.9718  0.000
C 22.4575 9.5588 16.0811  0.000
H 22.3899 9.3677 13.0188  0.000
H 24.0936 9.3043 13.2911  0.000
H 22.5532 11.2351 14.7601  0.000
H 24.1501 10.5673 15.1331  0.000
H 21.3510 9.7198 16.0220  0.000
H 22.6871 9.8508 17.0789  0.000
O 22.6729 12.8861 18.0237  0.000
C 22.0700 12.7151 19.0201  0.000
O 21.7711 11.4658 19.5288  0.000
C 21.0617 11.6734 20.8049  0.000
C 21.2414 13.0770 21.2006  0.000
C 21.5559 13.7599 19.9964  0.000
H 21.5612 10.9727 21.4481  0.000
H 20.0382 11.3051 20.5609  0.000
H 21.9993 13.2687 21.9351  0.000
H 20.2814 13.4217 21.5756  0.000
H 22.3686 14.4821 19.9970  0.000
H 20.6706 14.2699 19.5457  0.000
O 16.9941 19.2603 13.6022  0.017
C 15.9995 19.9327 13.4395  0.008
O 14.8512 19.3478 13.0571  0.005
C 13.7953 20.2996 13.0088  0.000
C 14.3753 21.7328 13.1996  0.000
C 15.8140 21.4230 13.6125  0.001
H 13.1402 19.9979 13.7646  0.000
H 13.2179 20.1791 12.0971  0.000
H 13.8606 22.0964 14.0344  0.000
H 14.3724 22.3386 12.3479  0.000
H 16.0717 21.6497 14.6524  0.000
H 16.4803 21.9597 12.9398  0.000
O 24.8485 13.4610 13.9600  0.000
C 24.7671 13.9501 15.0686  0.000
O 24.0750 15.0612 15.2773  0.000
C 24.1644 15.5539 16.5715  0.000
C 25.2772 14.7109 17.2225  0.000
C 25.4195 13.5188 16.3331  0.000
H 23.2297 15.3995 17.0277  0.000
H 24.3976 16.6050 16.5626  0.000
H 24.9037 14.4834 18.1913  0.000
H 26.2320 15.2180 17.1819  0.000
H 24.8396 12.6647 16.7083  0.000
H 26.5019 13.2866 16.1669  0.000
O 19.7120 18.4666 15.2589  0.015
C 19.9590 19.5348 15.8153  0.006
O 19.4069 20.6679 15.4259  0.003
C 19.8637 21.8198 16.1801  0.000
C 20.9799 21.3463 17.0407  0.000
C 20.9285 19.8529 16.9514  0.000
H 19.0125 22.1806 16.7211  0.000
H 20.1595 22.4849 15.4068  0.000
H 20.8325 21.7656 18.0333  0.000
H 21.9179 21.6614 16.6605  0.000
H 20.7120 19.4416 17.9333  0.000
H 21.8383 19.4439 16.5301  0.000
O 12.8559 14.6343 17.4823  0.000
C 12.6199 13.5863 16.9522  0.000
O 13.5264 12.5670 17.0194  0.000
C 13.0378 11.3352 16.3530  0.000
C 11.7364 11.7586 15.6573  0.000
C 11.4563 13.2171 16.0816  0.000
H 12.9066 10.6815 17.2176  0.000
H 13.8578 10.9999 15.7265  0.000
H 10.9366 11.1404 16.0589  0.000
H 11.8953 11.5548 14.6107  0.000
H 10.4842 13.4880 16.6147  0.000
H 11.4532 13.8125 15.1701  0.000
O 15.8533 9.9283 13.7920  0.000
C 16.4553 10.2905 12.8310  0.000
O 17.8528 10.3178 12.7693  0.000
C 18.2011 11.1631 11.5883  0.000
C 16.9450 11.9025 11.1862  0.000
C 15.8493 10.9774 11.6690  0.000
H 18.5122 10.4347 10.7683  0.000
H 18.9895 11.8339 11.9718  0.000
H 16.9878 12.1107 10.1017  0.000
H 16.8851 12.8585 11.7250  0.000
H 15.5290 10.2559 10.9533  0.000
H 15.0208 11.5810 11.9538  0.000
O 13.2044 13.7236 12.2456  0.000
C 13.1920 14.9472 12.2791  0.000
O 12.4161 15.6413 13.1596  0.000
C 12.5946 17.0276 12.8488  0.000
C 13.0708 17.0629 11.4272  0.000
C 13.9496 15.8589 11.4317  0.000
H 13.3971 17.4016 13.5224  0.000
H 11.6605 17.5632 12.9534  0.000
H 13.6588 17.9986 11.3443  0.000
H 12.2793 17.0192 10.6858  0.000
H 14.9661 16.0577 11.9054  0.000
H 14.2415 15.4177 10.4462  0.000
O 13.0636 20.9741 16.0439  0.000
C 12.8298 19.8776 16.4859  0.000
O 13.5321 18.8459 15.9839  0.000
C 13.2010 17.6590 16.7324  0.000
C 11.7284 17.8989 17.0920  0.000
C 11.7027 19.4134 17.3280  0.000
H 13.8450 17.5480 17.5915  0.000
H 13.3805 16.7760 16.1136  0.000
H 11.3286 17.3335 17.9090  0.000
H 11.2117 17.6639 16.1467  0.000
H 12.0188 19.5524 18.3630  0.000
H 10.7883 19.9477 17.0656  0.000
O 14.4630 19.4729 19.3945  0.000
C 15.4182 19.1055 18.7517  0.000
O 16.0894 17.9306 18.9377  0.000
C 17.2995 17.9145 17.9757  0.000
C 16.9562 18.9329 16.9233  0.000
C 16.1385 19.9272 17.6859  0.000
H 17.3632 16.9082 17.5501  0.000
H 18.1575 18.1296 18.5796  0.000
H 16.3526 18.4274 16.1440  0.000
H 17.7914 19.4547 16.4158  0.000
H 15.5098 20.5742 17.0738  0.000
H 16.8260 20.5115 18.3310  0.000
O 18.7713 12.8056 18.8284  0.000
C 18.4577 11.8962 18.0498  0.000
O 17.2028 11.8808 17.5454  0.000
C 17.0271 10.7713 16.6537  0.000
C 18.4103 10.2979 16.2702  0.000
C 19.2042 10.7674 17.5079  0.000
H 16.5838 11.2419 15.7681  0.000
H 16.3223 10.0390 17.1101  0.000
H 18.6884 10.7960 15.3577  0.000
H 18.5517 9.2330 16.1167  0.000
H 20.2521 11.0608 17.3503  0.000
H 19.1553 9.9282 18.2803  0.000
O 23.9156 19.4670 17.3734  0.000
C 23.6475 19.2998 18.5175  0.000
O 22.8468 20.0766 19.1892  0.000
C 22.8860 19.7614 20.6228  0.000
C 24.1783 18.9390 20.7227  0.000
C 24.1914 18.2037 19.3734  0.000
H 21.9466 19.2831 20.9503  0.000
H 22.8828 20.7025 21.1614  0.000
H 24.1013 18.3876 21.7023  0.000
H 25.0446 19.6025 20.8528  0.000
H 23.6077 17.2932 19.4342  0.000
H 25.1714 17.9724 19.0143  0.000
O 18.0669 14.8936 22.6289  0.000
C 17.4251 14.5399 21.6709  0.000
O 17.0106 15.4579 20.7443  0.000
C 16.0613 14.7341 19.8500  0.000
C 15.6135 13.4596 20.5306  0.000
C 16.8351 13.1863 21.4304  0.000
H 16.5749 14.5489 18.9202  0.000
H 15.3076 15.4444 19.6222  0.000
H 15.3896 12.6469 19.8499  0.000
H 14.6804 13.6745 21.1506  0.000
H 17.4687 12.5292 20.8969  0.000
H 16.7375 12.7626 22.4537  0.000


| no. | F_max (Eh/bohr) |
| --- | --- |
| 1 | 0.073 |
| 2 | 0.123 |
| 3 | 0.083 |
| 4 | 0.151 |
| 5 | 0.110 |
| 6 | 0.090 |